Entry 1:
A 2-piece molecular cluster, C6H11Cl2N4 overall at a distorted geometry. Source: the Open Molecules 2025 dataset; level of theory: ωB97M-V/def2-TZVPD.

Geometry as ORCA input:
```
! RIJCOSX wB97M-V def2-TZVPD def2/J DEFGRID3
* xyz 1 1
Cl -2.813 -2.592 0.855
Cl -1.863 2.543 1.419
N -2.294 0.000 0.937
N -2.384 1.462 -0.926
N 0.091 0.955 -0.002
N -2.699 -0.949 -1.100
C 2.523 0.702 -0.138
C -2.779 0.440 -1.748
C -2.515 -1.068 0.154
C -2.186 1.246 0.318
C 0.980 -0.739 1.454
C 1.109 0.398 0.499
H 2.488 1.430 -1.072
H 3.220 1.161 0.481
H 2.889 -0.195 -0.371
H 0.591 -1.638 0.968
H 0.235 1.764 -0.586
H -3.920 0.620 -1.987
H -2.727 -1.826 -1.665
H 0.308 -0.496 2.378
H -2.201 0.488 -2.587
H -2.334 -0.031 1.929
H 2.004 -0.977 1.965
*
```



Entry 2:
The molecule C5H4N2O at a distorted geometry. Source: the Open Molecules 2025 dataset; level of theory: ωB97M-V/def2-TZVPD.

Geometry as ORCA input:
```
! RIJCOSX wB97M-V def2-TZVPD def2/J DEFGRID3
* xyz 0 1
O 1.367 -1.894 0.008
N -1.883 0.605 0.044
N -0.957 -1.732 -0.066
C -1.929 -0.832 -0.094
C 0.335 -1.215 0.073
C 0.562 0.216 -0.168
C -0.663 1.076 0.013
C 1.752 0.812 -0.045
H 2.707 0.249 0.231
H 2.076 1.809 -0.180
H -0.344 2.143 0.136
H -3.023 -1.238 0.048
*
```

SMILES string = C=C1C=NC=NC1=O



HOMO energy readings, ordered: -12.85 -9.88 eV
Orbital gap readings, ordered: 8.71 8.25 eV
E_tot readings, ordered: -1374.32639 -377.59523 hartree